Density functional theory data (ωB97M-V/def2-TZVPD) for one molecule with the formula C3H7N3 in a non-equilibrium geometry.

```
13
Properties=species:S:1:pos:R:3
N 2.849 0.157 -0.048
N 1.532 0.438 -0.063
C 0.662 -0.458 -0.183
N -0.664 -0.029 -0.439
C -1.629 0.945 -0.076
C -1.893 -0.512 0.167
H 3.243 0.915 0.375
H 3.098 -0.921 0.076
H 0.868 -1.604 -0.378
H -1.537 1.605 0.798
H -2.045 1.384 -0.984
H -2.614 -1.116 -0.431
H -1.868 -0.804 1.184
```

HOMO energy (eV): -7.60
Energy relative to the best compared isomer or geometry (same formula, charge and spin) (kJ/mol): 326.4
SMILES: N/N=C/N1CC1
Kohn-Sham gap (hartree): 0.3222